Here is the ion C2H4NO2 with charge -1 in a non-equilibrium geometry from the OMol25 dataset. Energies are from ωB97M-V with the def2-TZVPD basis set.

XYZ file:
```
9
Properties=species:S:1:pos:R:3:forces:R:3:mulliken_charge:R:1
O -2.12583 -0.33949 -0.14568 -1.090 0.125 0.091 -0.791
O 1.38320 -1.11546 0.08071 -0.697 0.108 -1.825 -0.543
N -0.93585 -0.39597 0.49000 1.421 0.085 -2.353 -0.164
C 0.21592 -0.44544 -0.51737 1.316 0.682 3.461 -0.232
C -0.08928 0.84324 0.20967 -2.433 -2.955 -3.479 -0.631
H -0.57154 1.54943 -0.41061 -0.584 0.963 -0.247 0.396
H 0.30918 -0.45602 -1.58503 -0.939 -0.455 -0.351 0.382
H 0.52342 1.10881 0.93768 2.690 1.532 3.244 0.258
H 1.29078 -0.74909 0.94063 0.316 -0.085 1.459 0.325
```
Forces are in eV/Å.

The SMILES is [O-]N1C[C@H]1O. Its lowest unoccupied orbital energy is 4.4528 eV. The relative energy (zero: lowest compared OMol25 entry of this formula, charge and spin) comes out at 522.1 kJ/mol. Its total charge is -1. The highest occupied orbital energy is -1.789 eV. The calculation puts the total energy at -283.7121 Ha.



Here is the ion C2H4NO2 with charge -1 in a non-equilibrium geometry from the OMol25 dataset. Energies are from ωB97M-V with the def2-TZVPD basis set.

XYZ file:
```
9
Properties=species:S:1:pos:R:3:forces:R:3:mulliken_charge:R:1
O -1.33234 -1.23019 -1.38866 0.022 -0.060 0.152 -0.731
O -1.93950 0.08076 0.34194 0.225 0.196 -0.001 -0.733
N 0.87307 1.03588 0.32931 0.004 -0.697 -0.271 -0.600
C -1.11141 -0.50329 -0.39586 -0.187 -0.039 0.354 0.480
C 0.39594 -0.30631 -0.06618 1.446 -0.533 -1.290 -0.308
H 0.90713 -0.63728 -0.99097 -0.214 0.577 -0.025 0.184
H 1.27664 0.94801 1.25301 -0.435 0.544 0.047 0.215
H 0.07694 1.65781 0.31375 -0.059 0.056 0.497 0.279
H 0.85352 -1.04539 0.60367 -0.801 -0.043 0.536 0.214
```
Forces are in eV/Å.

The SMILES is NCC(=O)[O-]. Its lowest unoccupied orbital energy is 4.5900 eV. The relative energy (zero: lowest compared OMol25 entry of this formula, charge and spin) comes out at 43.4 kJ/mol. Its total charge is -1. The highest occupied orbital energy is -3.955 eV. The calculation puts the total energy at -283.8945 Ha.